Record 1
{"formula": "C21H54O19P4", "method": "wB97M-V/def2-TZVPD", "relative_energy_kcal_mol": 0.0, "e_homo_ev": -8.9, "e_tot_ha": -3627.45397, "species": ["P", "P", "P", "P", "O", "O", "O", "O", "O", "O", "O", "O", "O", "O", "O", "O", "O", "O", "O", "O", "O", "O", "O", "C", "C", "C", "C", "C", "C", "C", "C", "C", "C", "C", "C", "C", "C", "C", "C", "C", "C", "C", "C", "C", "H", "H", "H", "H", "H", "H", "H", "H", "H", "H", "H", "H", "H", "H", "H", "H", "H", "H", "H", "H", "H", "H", "H", "H", "H", "H", "H", "H", "H", "H", "H", "H", "H", "H", "H", "H", "H", "H", "H", "H", "H", "H", "H", "H", "H", "H", "H", "H", "H", "H", "H", "H", "H", "H"], "coordinates": [[-3.581, -5.174, 0.128], [0.517, 0.308, 1.835], [-2.072, 0.541, -2.207], [2.208, 4.139, 0.960], [-0.398, 0.102, 0.640], [3.715, 2.181, -2.893], [3.567, 3.371, 1.272], [2.057, 5.344, 1.962], [-0.136, 1.249, 2.969], [-0.590, 1.357, -2.154], [-2.743, 1.069, -3.522], [3.186, -5.058, 1.902], [-3.165, 0.839, -1.111], [2.018, 0.593, 1.350], [-3.032, -6.405, -0.668], [2.398, 4.755, -0.470], [-2.202, 5.487, 0.046], [-4.652, -5.843, 1.066], [-4.308, -4.141, -0.674], [0.754, -1.070, 2.525], [-2.757, -4.409, 1.369], [1.074, 3.205, 1.036], [-1.832, -0.880, -2.510], [0.731, 1.857, 4.021], [5.637, 2.029, -4.289], [0.964, -5.535, 1.041], [5.659, 2.979, -1.808], [-2.741, -7.646, 0.003], [1.557, -5.995, 3.455], [0.487, 0.911, -2.973], [-4.262, -0.020, -1.036], [-5.865, -6.228, 0.496], [-2.075, 3.291, 1.069], [2.021, -5.493, 2.115], [-2.762, 4.388, 0.220], [-4.144, 4.063, -0.503], [0.817, 6.167, 1.909], [4.918, 2.338, -2.931], [-2.538, -3.010, 1.268], [4.635, 4.075, 1.960], [1.426, -2.087, 1.784], [2.457, 0.403, -0.012], [-2.849, 0.284, -4.664], [1.557, 4.645, -1.630], [6.266, 2.121, -1.316], [4.948, 4.938, 1.398], [1.385, -5.716, 0.133], [-2.147, -7.728, 0.824], [-0.105, 5.571, 2.195], [5.445, 3.351, 2.101], [-2.894, 2.779, 1.732], [-3.389, -2.589, 0.761], [0.827, -2.428, 0.935], [1.207, 1.645, -2.956], [-3.931, 3.530, -1.424], [-1.294, 3.807, 1.757], [2.434, -2.276, 1.832], [-5.449, -6.670, -0.399], [1.522, 1.271, 4.411], [2.245, -6.592, 3.968], [1.504, -5.057, 4.194], [-6.457, -5.537, 0.393], [0.946, 7.040, 2.168], [-1.576, -2.982, 0.751], [3.389, 0.885, -0.259], [1.267, 2.973, 3.690], [5.119, 1.233, -4.887], [-3.751, -8.024, 0.091], [-2.129, -8.459, -0.882], [0.088, 0.840, -3.963], [6.708, 1.712, -4.052], [-1.980, -0.029, -4.972], [2.285, 3.917, -2.374], [-5.095, 0.429, -0.589], [6.482, 3.787, -2.093], [0.571, 4.134, -1.444], [1.399, 5.551, -2.123], [-6.293, -7.008, 1.199], [5.600, 3.096, -4.740], [1.255, -2.975, 2.413], [4.966, 3.412, -1.182], [-4.561, 5.079, -0.857], [0.323, -6.316, 1.159], [-4.597, -0.376, -1.899], [2.385, -0.624, -0.368], [0.426, -4.784, 0.834], [-4.613, 3.494, 0.198], [0.633, 6.481, 0.750], [0.606, -6.565, 3.400], [-3.257, 0.765, -5.514], [-1.648, 2.450, 0.586], [-3.492, -0.467, -4.248], [0.810, -0.147, -2.736], [-4.106, -0.958, -0.437], [0.098, 2.119, 4.874], [-2.202, -2.630, 2.258], [4.365, 4.462, 2.887], [1.810, 1.090, -0.522]]}


Record 2
{"formula": "C21H55BN3O6", "method": "wB97M-V/def2-TZVPD", "charge": 1, "e_homo_ev": -11.6, "e_tot_ha": -1473.45326, "species": ["O", "O", "O", "O", "O", "O", "N", "N", "N", "C", "C", "C", "C", "C", "C", "C", "C", "C", "C", "C", "C", "C", "C", "C", "C", "C", "C", "C", "C", "C", "B", "H", "H", "H", "H", "H", "H", "H", "H", "H", "H", "H", "H", "H", "H", "H", "H", "H", "H", "H", "H", "H", "H", "H", "H", "H", "H", "H", "H", "H", "H", "H", "H", "H", "H", "H", "H", "H", "H", "H", "H", "H", "H", "H", "H", "H", "H", "H", "H", "H", "H", "H", "H", "H", "H", "H"], "coordinates": [[2.080, -3.555, 6.180], [-8.984, -0.441, -1.160], [5.775, 0.330, -1.589], [-1.876, -1.847, -1.844], [2.178, 0.409, 1.372], [6.469, 3.821, -2.551], [-5.985, 1.166, 1.635], [-1.615, -0.721, 0.354], [-5.361, 0.210, 0.836], [3.457, 1.974, 0.028], [-5.649, -1.029, 0.882], [-0.804, 0.483, 0.114], [-10.811, -0.603, 0.423], [6.237, 4.082, -4.950], [-0.766, -1.805, 0.898], [1.172, -3.707, 5.094], [-9.255, 1.382, 0.411], [-0.186, -3.115, 5.444], [-9.950, 0.319, -0.422], [-4.788, -1.848, 0.001], [6.083, -0.944, -2.157], [-3.973, -0.799, -0.802], [4.250, 4.261, -3.414], [3.377, 0.567, 0.592], [-4.315, 0.551, -0.159], [1.739, -3.096, 3.823], [5.595, 3.596, -3.661], [6.318, -0.816, -3.654], [4.594, 0.225, 1.432], [7.279, -1.567, -1.455], [-2.401, -1.131, -0.790], [6.600, 4.773, -2.478], [8.164, -0.940, -1.592], [1.071, -4.786, 4.965], [-8.586, 0.911, 1.138], [-10.195, -1.127, 1.161], [7.093, -1.656, -0.384], [7.499, -2.558, -1.853], [5.465, 2.513, -3.703], [3.506, 2.707, 0.840], [7.179, -0.170, -3.845], [3.556, 4.063, -4.233], [-6.423, -1.392, 1.547], [-8.452, -0.915, -0.511], [6.515, -1.787, -4.109], [4.514, -0.789, 1.828], [-5.377, -2.532, -0.612], [3.811, 3.899, -2.484], [-11.579, -0.046, 0.960], [7.198, 3.591, -5.107], [4.335, 2.093, -0.604], [2.568, 2.199, -0.565], [-1.058, -2.781, 0.506], [-0.093, -2.039, 5.620], [-1.425, 1.362, -0.085], [-4.322, -0.834, -1.836], [-0.904, -3.269, 4.636], [5.503, 0.299, 0.840], [-0.580, -3.571, 6.352], [5.449, -0.373, -4.142], [1.065, -3.251, 2.978], [-9.974, 1.994, 0.956], [-8.658, 2.034, -0.228], [-11.297, -1.351, -0.202], [4.374, 5.344, -3.326], [-0.218, 0.688, 1.008], [0.288, -1.617, 0.678], [1.887, -2.019, 3.948], [6.534, 0.910, -1.728], [-1.934, -1.407, -2.702], [-10.570, 0.801, -1.180], [-4.757, 1.241, -0.880], [-4.171, -2.467, 0.667], [4.674, 0.907, 2.285], [3.282, -0.147, -0.227], [2.706, -3.537, 3.583], [-5.791, 2.077, 1.232], [5.599, 3.882, -5.811], [-3.497, 1.027, 0.384], [-0.100, 0.353, -0.717], [2.208, -2.613, 6.337], [-5.563, 1.149, 2.560], [5.195, -1.554, -1.977], [2.241, 1.023, 2.112], [6.416, 5.160, -4.900], [-0.858, -1.822, 1.987]]}


| no. | frontier orbital gap (eV) |
| --- | --- |
| 1 | 9.507 |
| 2 | 7.827 |